# 1
Formula: C11H12N4O3
Source: OMol25
Level of theory: wB97M-V/def2-TZVPD

Computed properties:
HOMO energy: -8.46 eV
spin multiplicity: 1
LUMO level: 0.6 eV
charge: 0
structure (SMILES): COc1ccc(Cc2nnn(CC(=O)O)n2)cc1
frontier orbital gap: 9.040 eV

```
30
C11H12N4O3, DFT wB97M-V/def2-TZVPD
C -4.559 -1.584 1.048
O -3.717 -1.572 -0.078
C -2.775 -0.590 -0.176
C -1.970 -0.631 -1.316
C -0.985 0.313 -1.509
C -0.780 1.325 -0.579
C 0.339 2.321 -0.765
C 1.561 1.720 -0.178
N 1.945 1.879 1.102
N 2.995 1.158 1.268
N 3.248 0.577 0.122
C 4.310 -0.354 -0.078
C 3.825 -1.802 -0.007
O 4.512 -2.746 -0.269
O 2.560 -1.881 0.386
N 2.381 0.897 -0.816
C -1.575 1.358 0.555
C -2.569 0.415 0.761
H -5.219 -2.440 0.913
H -3.990 -1.710 1.975
H -5.160 -0.671 1.112
H -2.139 -1.418 -2.034
H -0.362 0.265 -2.390
H 0.117 3.251 -0.243
H 0.507 2.513 -1.825
H 5.057 -0.200 0.705
H 4.768 -0.193 -1.058
H 2.258 -2.803 0.425
H -1.416 2.127 1.296
H -3.169 0.476 1.655
```

Let us look at the Mulliken charges, expressed in e, one per atom: number 1, C, carries -0.84; number 2, O, carries -0.45; number 3, C, carries 0.91; number 4, C, carries -0.65; number 5, C, carries -0.32; number 6, C, carries 0.20; number 7, C, carries -1.20; number 8, C, carries 0.82; number 9, N, carries -0.40; number 10, N, carries -0.65; number 11, N, carries 1.07; number 12, C, carries -0.43; number 13, C, carries 0.52; number 14, O, carries -0.56; number 15, O, carries -0.39; number 16, N, carries -0.77; number 17, C, carries -0.72; number 18, C, carries -0.35; number 19, H, carries 0.24; number 20, H, carries 0.34; number 21, H, carries 0.34; number 22, H, carries 0.42; number 23, H, carries 0.36; number 24, H, carries 0.43; number 25, H, carries 0.41; number 26, H, carries 0.30; number 27, H, carries 0.31; number 28, H, carries 0.35; number 29, H, carries 0.35; number 30, H, carries 0.38


# 2
Formula: C11H20N2O5
Source: OMol25
Level of theory: wB97M-V/def2-TZVPD

Computed properties:
HOMO energy: -10.00 eV
spin multiplicity: 1
LUMO level: 0.3 eV
charge: 0
structure (SMILES): CC(C)C[C@H](NC(=O)[C@@H](N)CCC(=O)O)C(=O)O
frontier orbital gap: 10.281 eV

```
38
C11H20N2O5, DFT wB97M-V/def2-TZVPD
C 1.246 -2.445 2.538
C 1.177 -0.928 2.854
C -0.280 -0.471 2.884
C 2.074 0.072 2.187
C 2.312 -0.073 0.685
N 0.999 -0.262 0.013
C 0.618 0.336 -1.139
O 1.329 0.903 -1.961
C -0.893 0.333 -1.316
N -1.548 -0.776 -0.565
C -1.410 1.687 -0.746
C -2.906 1.840 -0.526
C -3.792 1.540 -1.678
O -3.388 1.404 -2.812
O -5.145 1.446 -1.318
C 3.220 -1.210 0.171
O 3.751 -2.006 0.927
O 3.403 -1.185 -1.138
H 1.061 -2.636 1.484
H 0.568 -3.055 3.138
H 2.287 -2.821 2.681
H 1.536 -0.873 3.899
H -0.334 0.621 3.001
H -0.833 -0.838 3.737
H -0.711 -0.891 1.990
H 3.107 -0.189 2.499
H 1.811 1.131 2.473
H 2.708 0.940 0.344
H 0.231 -0.441 0.776
H -1.128 0.297 -2.433
H -1.057 -1.648 -0.722
H -2.445 -0.814 -1.064
H -0.934 1.927 0.169
H -1.070 2.566 -1.384
H -3.272 1.287 0.353
H -3.224 2.871 -0.192
H -5.169 1.748 -0.424
H 2.919 -0.500 -1.532
```

Let us look at the Mulliken charges, expressed in e, one per atom: number 1, C, carries -1.39; number 2, C, carries 0.61; number 3, C, carries -1.63; number 4, C, carries -0.95; number 5, C, carries -0.14; number 6, N, carries 0.17; number 7, C, carries 0.10; number 8, O, carries -0.70; number 9, C, carries 0.55; number 10, N, carries -0.74; number 11, C, carries -1.04; number 12, C, carries -0.96; number 13, C, carries 0.72; number 14, O, carries -0.52; number 15, O, carries -0.49; number 16, C, carries 0.75; number 17, O, carries -0.56; number 18, O, carries -0.49; number 19, H, carries 0.20; number 20, H, carries 0.47; number 21, H, carries 0.31; number 22, H, carries 0.40; number 23, H, carries 0.27; number 24, H, carries 0.45; number 25, H, carries 0.71; number 26, H, carries 0.36; number 27, H, carries 0.26; number 28, H, carries 0.19; number 29, H, carries -0.26; number 30, H, carries 0.44; number 31, H, carries 0.22; number 32, H, carries 0.31; number 33, H, carries 0.40; number 34, H, carries 0.31; number 35, H, carries 0.46; number 36, H, carries 0.52; number 37, H, carries 0.34; number 38, H, carries 0.36


# 3
Formula: C37H46BrIrN3O2PS
Source: OMol25
Level of theory: wB97M-V/def2-TZVPD

Computed properties:
HOMO energy: -13.39 eV
spin multiplicity: 1
LUMO level: -7.0 eV
charge: +2
frontier orbital gap: 6.374 eV

```
92
C37H46BrIrN3O2PS, DFT wB97M-V/def2-TZVPD
Ir 0.343 -0.599 -1.656
N 2.009 3.126 -2.565
C 1.058 4.156 -2.301
C 1.475 5.414 -1.906
C 0.517 6.373 -1.607
C -0.835 6.062 -1.669
C -1.244 4.787 -2.040
C -0.288 3.843 -2.382
S -0.698 2.268 -3.042
N 0.545 1.337 -2.268
C 1.755 1.843 -2.307
C 2.845 0.888 -2.013
C 4.195 1.136 -2.129
C 5.090 0.124 -1.792
C 4.601 -1.094 -1.354
C 3.229 -1.278 -1.274
N 2.375 -0.305 -1.594
H 2.973 3.418 -2.600
H 2.530 5.650 -1.837
H 0.832 7.366 -1.319
H -1.575 6.815 -1.434
H -2.295 4.538 -2.099
H 4.568 2.087 -2.482
H 6.155 0.290 -1.876
H 5.267 -1.903 -1.090
H 2.789 -2.217 -0.977
C 2.735 2.073 3.068
C 1.908 2.871 2.046
C 1.358 1.967 0.932
C 0.991 0.601 1.524
C 2.255 -0.146 1.997
C 3.354 0.845 2.409
P -0.178 -0.391 0.534
C -0.376 -2.070 1.206
C -0.924 -2.093 2.656
C -0.775 -3.501 3.265
C -0.882 -4.571 2.186
C 0.311 -4.464 1.220
C 0.827 -3.020 1.123
C -1.846 0.343 0.745
C -2.168 0.860 2.174
C -2.128 2.385 2.230
C -3.221 2.992 1.342
C -3.456 2.143 0.083
C -2.189 1.395 -0.313
H 2.101 1.748 3.898
H 3.502 2.710 3.507
H 2.527 3.647 1.590
H 1.087 3.385 2.547
H 2.130 1.825 0.176
H 0.506 2.443 0.442
H 0.378 0.818 2.406
H 2.631 -0.819 1.227
H 1.995 -0.772 2.852
H 3.934 1.156 1.533
H 4.054 0.346 3.079
H -1.157 -2.468 0.547
H -1.975 -1.803 2.649
H -0.393 -1.373 3.284
H -1.530 -3.637 4.039
H 0.194 -3.590 3.762
H -1.825 -4.445 1.645
H -0.920 -5.565 2.627
H 0.021 -4.810 0.225
H 1.124 -5.110 1.555
H 1.383 -2.899 0.199
H 1.506 -2.808 1.948
H -2.488 -0.522 0.540
H -1.521 0.430 2.935
H -3.174 0.519 2.429
H -1.143 2.734 1.906
H -2.243 2.721 3.261
H -2.944 4.012 1.067
H -4.151 3.067 1.908
H -3.790 2.768 -0.747
H -4.256 1.418 0.253
H -1.375 2.115 -0.437
H -2.317 0.892 -1.269
Br -4.747 -7.157 -3.731
C -3.639 -5.727 -3.236
C -2.313 -5.980 -2.899
C -1.500 -4.926 -2.532
C -2.013 -3.628 -2.506
C -3.342 -3.386 -2.852
C -4.159 -4.438 -3.215
C -1.152 -2.523 -2.105
O 0.056 -2.685 -1.705
O -1.561 -1.294 -2.094
H -1.931 -6.990 -2.929
H -0.465 -5.101 -2.271
H -3.727 -2.375 -2.834
H -5.191 -4.268 -3.485
```

Let us look at the Mulliken charges, expressed in e, one per atom: number 1, Ir, carries 1.41; number 2, N, carries -0.06; number 3, C, carries 0.55; number 4, C, carries -0.88; number 5, C, carries -0.77; number 6, C, carries -0.75; number 7, C, carries -0.55; number 8, C, carries 0.66; number 9, S, carries -0.16; number 10, N, carries -0.47; number 11, C, carries 0.32; number 12, C, carries 0.79; number 13, C, carries -0.53; number 14, C, carries -0.89; number 15, C, carries -0.93; number 16, C, carries -0.05; number 17, N, carries 0.00; number 18, H, carries 0.23; number 19, H, carries 0.45; number 20, H, carries 0.43; number 21, H, carries 0.45; number 22, H, carries 0.46; number 23, H, carries 0.46; number 24, H, carries 0.48; number 25, H, carries 0.53; number 26, H, carries 0.58; number 27, C, carries -0.83; number 28, C, carries -0.97; number 29, C, carries 0.16; number 30, C, carries 0.82; number 31, C, carries -0.77; number 32, C, carries -0.92; number 33, P, carries -0.66; number 34, C, carries 0.08; number 35, C, carries -0.69; number 36, C, carries -0.91; number 37, C, carries -0.69; number 38, C, carries -0.59; number 39, C, carries -0.16; number 40, C, carries 0.68; number 41, C, carries -1.33; number 42, C, carries -0.24; number 43, C, carries -1.06; number 44, C, carries -1.20; number 45, C, carries 0.08; number 46, H, carries 0.34; number 47, H, carries 0.55; number 48, H, carries 0.53; number 49, H, carries 0.27; number 50, H, carries -0.04; number 51, H, carries -0.62; number 52, H, carries 1.31; number 53, H, carries 0.02; number 54, H, carries 0.39; number 55, H, carries 0.23; number 56, H, carries 0.58; number 57, H, carries 0.28; number 58, H, carries 0.38; number 59, H, carries 0.15; number 60, H, carries 0.51; number 61, H, carries 0.37; number 62, H, carries 0.26; number 63, H, carries 0.52; number 64, H, carries 0.01; number 65, H, carries 0.50; number 66, H, carries -0.75; number 67, H, carries 0.60; number 68, H, carries 0.76; number 69, H, carries 0.41; number 70, H, carries 0.61; number 71, H, carries -0.43; number 72, H, carries 0.64; number 73, H, carries 0.41; number 74, H, carries 0.39; number 75, H, carries 0.48; number 76, H, carries 0.40; number 77, H, carries -0.78; number 78, H, carries 0.77; number 79, Br, carries -0.11; number 80, C, carries 0.06; number 81, C, carries -0.80; number 82, C, carries -0.31; number 83, C, carries 0.31; number 84, C, carries -0.36; number 85, C, carries -0.66; number 86, C, carries 0.66; number 87, O, carries -0.70; number 88, O, carries -0.66; number 89, H, carries 0.45; number 90, H, carries 0.49; number 91, H, carries 0.50; number 92, H, carries 0.45


# 4
Formula: CHF3
Source: OMol25
Level of theory: wB97M-V/def2-TZVPD

Computed properties:
HOMO energy: -11.44 eV
spin multiplicity: 1
LUMO level: -1.1 eV
charge: 0
frontier orbital gap: 10.348 eV

```
5
CHF3, DFT wB97M-V/def2-TZVPD
C 0.271 -0.235 0.033
F -1.082 1.388 0.256
F -0.040 -0.978 1.047
F -0.170 -0.760 -1.123
H 1.021 0.585 -0.213
```

Let us look at the Mulliken charges, expressed in e, one per atom: number 1, C, carries 0.50; number 2, F, carries -0.58; number 3, F, carries -0.08; number 4, F, carries -0.11; number 5, H, carries 0.27